[1]
44
Properties=species:S:1:pos:R:3 method="wB97M-V/def2-TZVPD" fmax_ha_per_bohr=0.0402 energy_ev=-31495.9837 lumo_ha=-0.29617 homo_ha=-0.5180 orbital_gap_ev=6.0 charge=+2
C -2.3924 -0.0863 -0.9787
C -2.0734 -1.3407 -0.1533
C -1.0422 -2.1812 -0.9200
C -1.6031 -0.9550 1.2837
C -2.7725 -1.0414 2.2696
C -0.4145 -1.7580 1.7989
O 0.0224 -1.2084 3.0252
P 1.5806 -1.3640 3.5613
C 2.2997 0.2044 2.9211
C 1.8226 0.8253 1.6067
C 2.5339 0.2631 0.4131
O 3.6782 -0.1105 0.3975
N 1.7818 0.1074 -0.8192
C 1.2280 1.2021 -1.5603
C 0.4410 2.1944 -0.9899
C -0.1086 3.1646 -1.8143
C 0.0899 3.1494 -3.1909
C 0.8714 2.1557 -3.7569
C 1.4456 1.1881 -2.9399
H -1.4801 0.3446 -1.4066
H -2.8228 0.6868 -0.3424
H -3.1002 -0.2957 -1.7795
H -2.9851 -1.9365 -0.0961
H -0.0595 -1.7506 -0.7287
H -1.2450 -2.1002 -1.9911
H -1.0497 -3.2336 -0.6258
H -1.2817 0.0895 1.2404
H -3.4397 -0.1881 2.1600
H -2.4086 -1.0427 3.2936
H -3.3540 -1.9502 2.1078
H 0.4351 -1.7138 1.1077
H -0.6966 -2.8029 1.9714
H 2.0376 -2.1976 2.4959
H 3.3847 0.0867 2.9095
H 2.0731 0.9174 3.7171
H 0.7414 0.7535 1.5049
H 2.0670 1.8918 1.6317
H 2.4033 -0.3905 -1.4391
H 0.2470 2.2249 0.0697
H -0.7123 3.9402 -1.3642
H -0.3496 3.9180 -3.8088
H 1.0630 2.1527 -4.8219
H 2.1446 0.4766 -3.3849
Ba 0.9995 -2.2893 -2.5740

***

[2]
49
Properties=species:S:1:pos:R:3 method="wB97M-V/def2-TZVPD" fmax_ha_per_bohr=0.1654 energy_ev=-119364.2855 lumo_ha=-0.03717 homo_ha=-0.1477 orbital_gap_ev=3.0
C 1.7281 1.2371 1.6016
C 0.8579 1.7013 2.6262
C 0.6975 3.1381 3.0167
O 1.0221 3.7019 4.1654
O 0.0705 3.9379 2.1492
C -1.2265 3.4483 1.8363
C -1.1925 2.8690 0.4547
C -2.6183 2.4513 -0.0004
C -2.5298 0.9775 -0.3300
C -1.6441 0.7073 -1.5353
C -2.0039 -0.6621 -2.1000
N -0.9289 -1.2567 -2.8734
Br -0.9756 -0.9627 -4.7019
C 0.0855 -1.9839 -2.3835
N 1.0176 -2.5313 -3.1660
C 1.8264 -3.1836 -2.3597
C 2.9946 -3.9979 -2.6712
N 1.4070 -3.0267 -1.1349
F 2.0245 -3.6171 -0.0961
N 0.2939 -2.2326 -1.0767
C -0.3926 -1.8440 0.1564
C 0.5051 -1.6504 1.3821
C 1.8075 -0.8929 1.0775
Cl -0.4438 -0.7589 2.5887
H 1.5939 1.4725 0.5564
H 2.5403 0.5838 1.9121
H 0.1973 1.0200 3.1543
H -1.9831 4.2263 1.9033
H -1.5055 2.6626 2.5295
H -0.8195 3.5656 -0.2866
H -0.5919 1.9688 0.4666
H -3.3809 2.6505 0.7458
H -2.8862 2.9933 -0.9039
H -3.5303 0.5991 -0.5558
H -2.1861 0.4179 0.5378
H -1.8889 1.4623 -2.2745
H -0.5940 0.7685 -1.2690
H -2.8594 -0.5496 -2.7493
H -2.3474 -1.2945 -1.2893
H 3.1476 -4.1104 -3.7328
H 3.8902 -3.6372 -2.1838
H 2.8132 -4.9899 -2.2663
H -1.1400 -2.6030 0.3732
H -0.9244 -0.9131 0.0478
H 0.7487 -2.6275 1.7693
H 2.6362 -1.5847 1.2029
H 1.9436 -0.0719 1.7694
H 1.8565 -0.5148 0.0620
I 2.8880 2.9366 3.8553

***

[3]
43
Properties=species:S:1:pos:R:3 method="wB97M-V/def2-TZVPD" fmax_ha_per_bohr=0.0186 energy_ev=-91008.2943 lumo_ha=-0.10203 smiles=CC[NH+]1CCN(CCOc2ccc(Br)cc2C)CC1 homo_ha=-0.3880 orbital_gap_ev=7.8 relative_energy_kcal_mol=2.6 charge=+1
C -1.0161 1.4445 -4.0552
C -0.6889 2.6928 -3.2543
N 0.1695 2.4441 -2.0584
C 1.5262 1.9393 -2.3828
C 2.3688 1.9204 -1.0924
N 1.7812 1.1216 -0.0483
C 1.9895 -0.3121 -0.1681
C 1.6579 -1.0435 1.1327
O 0.2597 -1.2461 1.1787
C -0.2719 -1.9712 2.2186
C 0.4627 -2.4611 3.2881
C -0.1653 -3.1743 4.2961
C -1.5275 -3.3925 4.2266
Br -2.4022 -4.3679 5.6084
C -2.2696 -2.9079 3.1605
C -1.6552 -2.1946 2.1483
C -2.4387 -1.6591 0.9889
C 0.4286 1.5456 0.2190
C -0.4525 1.5591 -1.0413
H -1.5793 0.7221 -3.4718
H -1.6361 1.7363 -4.8986
H -0.1246 0.9709 -4.4556
H -1.6143 3.1548 -2.9027
H -0.1660 3.4107 -3.8905
H 0.3061 3.3536 -1.5985
H 1.9858 2.5862 -3.1311
H 1.4382 0.9308 -2.7868
H 3.3666 1.5462 -1.3220
H 2.4755 2.9453 -0.7181
H 1.3980 -0.7757 -0.9723
H 3.0473 -0.4667 -0.3843
H 2.1773 -2.0089 1.1423
H 1.9963 -0.4432 1.9860
H 1.5258 -2.2971 3.3565
H 0.4079 -3.5540 5.1266
H -3.3323 -3.0899 3.1194
H -2.4892 -0.5712 1.0392
H -3.4495 -2.0549 0.9949
H -1.9535 -1.9320 0.0536
H -0.0191 0.8715 0.9477
H 0.4642 2.5511 0.6532
H -0.5293 0.5508 -1.4471
H -1.4518 1.9261 -0.8052

***

[4]
44
Properties=species:S:1:pos:R:3 method="wB97M-V/def2-TZVPD" fmax_ha_per_bohr=0.0520 energy_ev=-55353.7402 lumo_ha=-0.12215 homo_ha=-0.3991 orbital_gap_ev=7.5 charge=+1
C -3.3010 -2.9669 -1.5067
C -1.8313 -2.7203 -1.7611
Cl -0.8648 -4.1702 -1.9142
C -1.2636 -1.5184 -1.8743
Cl -2.2397 -0.0555 -1.7880
S 0.5073 -1.2907 -2.1267
C 1.3354 -1.5233 -0.5126
C 1.5806 -2.9961 -0.1104
C 2.5785 -2.9840 1.0890
C 2.0656 -2.1327 2.2803
O 0.7485 -2.5034 2.6815
C 0.7825 0.4934 -2.5273
C 0.7856 1.3150 -1.2147
C 0.4823 2.8165 -1.4201
C 0.6343 3.5205 -0.0264
N -0.5367 3.3616 0.8033
C -0.9606 2.2681 1.4939
C -2.1246 2.4519 2.1737
C -2.4424 3.8447 1.8812
C -1.4681 4.3435 1.0843
H -3.3482 -3.6029 -0.6063
H -3.7611 -3.5158 -2.3363
H -3.8443 -2.0515 -1.2616
H 2.2622 -0.9370 -0.4562
H 0.6569 -1.0956 0.2403
H 1.9216 -3.6385 -0.9288
H 0.6398 -3.3778 0.3087
H 3.5282 -2.5533 0.7358
H 2.7084 -4.0128 1.4512
H 2.7844 -2.2092 3.1064
H 2.0308 -1.0561 2.0220
H 0.1198 -1.8876 2.2923
H 1.7060 0.5854 -3.1138
H -0.0528 0.8176 -3.1642
H -0.0315 0.9204 -0.5958
H 1.7465 1.2523 -0.6853
H -0.5556 3.0031 -1.7266
H 1.2186 3.2805 -2.0947
H 1.5262 3.1269 0.4898
H 0.8316 4.5848 -0.1993
H -0.4104 1.3262 1.4573
H -2.6581 1.7175 2.7630
H -3.3321 4.3286 2.2718
H -1.3950 5.3536 0.6897

***

[5]
56
Properties=species:S:1:pos:R:3 method="wB97M-V/def2-TZVPD" fmax_ha_per_bohr=0.0269 energy_ev=-157941.8442 lumo_ha="-0.08887 / -0.19011" homo_ha="-0.3728 / -0.4088" orbital_gap_ev="7.7 / 6.0" relative_energy_kcal_mol=21.1 charge=+1 multiplicity=5
Pt 0.3699 -0.1071 0.3978
C -4.3649 2.1512 2.4772
O -3.6172 0.9293 2.3735
C -2.4664 0.9174 1.7107
O -1.7769 -0.0908 1.7186
N -2.1401 2.0595 1.0501
N -0.9822 2.0902 0.2881
H -5.1895 1.9377 3.1405
H -4.7571 2.4477 1.5036
H -3.7562 2.9461 2.9082
H -2.7550 2.8476 1.0354
H -0.3866 2.8466 0.5847
H -1.2214 2.1333 -0.6933
O 3.1482 -2.4745 -0.1025
N 2.8446 -2.1996 -1.1986
O 1.8886 -1.5646 -1.6015
C -5.6200 -0.2021 -1.4991
C -4.4016 0.2913 -2.2892
C -3.1387 -0.4252 -1.9175
N -2.0934 0.1424 -1.4398
N -1.0653 -0.7660 -1.1406
C -1.3781 -2.0041 -1.4640
N -0.5531 -3.0620 -1.3151
S -2.9660 -2.1492 -2.0935
H -6.5159 0.3360 -1.8117
H -5.4798 -0.0510 -0.4246
H -5.8026 -1.2678 -1.6640
H -4.2241 1.3510 -2.1151
H -4.5762 0.1660 -3.3601
H 0.4330 -2.8477 -1.3192
H -0.8233 -3.9388 -1.7236
C 5.1796 -2.1023 5.7214
C 4.0234 -2.1397 4.7504
C 3.2320 -1.0184 4.5363
C 2.1695 -1.0292 3.6459
C 1.3377 0.2170 3.4733
C 1.8960 -2.2284 2.9659
Se 0.4295 -2.3257 1.7803
C 2.6662 -3.3822 3.1580
C 2.4146 -4.6937 2.4382
C 3.7274 -3.3025 4.0487
H 5.3314 -1.1016 6.1266
H 6.1057 -2.4192 5.2353
H 5.0027 -2.7841 6.5566
H 3.4523 -0.1010 5.0759
H 1.8122 1.0726 3.9530
H 0.3337 0.0975 3.8896
H 1.2100 0.4706 2.4159
H 1.6600 -4.6230 1.6569
H 2.0881 -5.4604 3.1439
H 3.3319 -5.0465 1.9654
H 4.3510 -4.1834 4.1937
Cl 3.0543 1.5880 -1.5222
Si 2.3916 1.1479 0.3630
Cl 3.9556 0.3698 1.4289
Cl 2.0741 2.9885 1.2973

***

[6]
51
Properties=species:S:1:pos:R:3 method="wB97M-V/def2-TZVPD" fmax_ha_per_bohr=0.0745 energy_ev=-81987.8053 lumo_ha="0.14285 / 0.14289" homo_ha="0.0036 / 0.0036" orbital_gap_ev="3.8 / 3.8" relative_energy_kcal_mol=0.0 charge=-2 multiplicity=2
Cu -0.3367 -0.0088 -0.7205
C -0.9825 -0.7439 -3.2232
O -1.4402 -1.3044 -2.1773
O -0.7322 -1.1981 -4.3626
O -0.3596 0.3507 -2.9250
C 4.3055 -1.8547 -2.9969
C 3.2428 -0.9237 -2.6536
C 2.9319 -0.7008 -1.1185
O 1.8201 -0.2137 -0.7861
C 3.7956 -1.3086 -0.1996
C 4.7379 -2.2593 -0.5803
C 5.0777 -2.4884 -2.0578
O 5.8763 -3.4264 -2.4554
O 5.3748 -2.7751 0.3990
O 2.5697 -0.4044 -3.5352
H 4.4975 -1.9755 -4.0532
H 3.5132 -1.1163 0.8294
C -1.3267 -2.2323 3.0826
C -0.8402 -1.0972 2.1578
C 0.4608 -0.3522 2.4213
O 0.4788 0.7857 1.6022
C 1.5983 1.5879 1.8341
N -0.6825 -1.7475 0.8250
H -1.5872 -1.8532 4.0800
H -0.4628 -2.8539 3.3494
H -2.1048 -2.8333 2.6265
H -1.7505 -0.5372 1.9148
H 1.3009 -1.0415 2.3071
H 0.3821 -0.0368 3.4722
H 1.4289 2.5362 1.3181
H 2.5294 1.1709 1.4420
H 1.7035 1.8372 2.8988
H 0.0594 -2.4444 0.9486
H -1.4251 -2.4237 0.6689
C -2.3058 4.0704 0.0102
C -1.7852 2.6531 0.2338
C -2.9754 1.6592 0.0076
O -2.6391 0.2828 -0.1761
C -3.7800 -0.4307 -0.6656
N -0.7026 2.2926 -0.7140
H -2.3977 4.3742 -1.0307
H -1.6145 4.6543 0.6239
H -3.2872 4.2330 0.4675
H -1.4172 2.4817 1.2473
H -3.6665 2.0608 -0.7425
H -3.5619 1.6800 0.9373
H -3.5465 -1.4866 -0.7480
H -4.0086 0.0000 -1.6410
H -4.6181 -0.2801 0.0244
H -1.2337 2.5192 -1.5583
H -0.1141 3.1227 -0.6087

***

[7]
55
Properties=species:S:1:pos:R:3 method="wB97M-V/def2-TZVPD" fmax_ha_per_bohr=0.2256 energy_ev=-50706.3181 lumo_ha=0.08883 homo_ha=-0.1864 orbital_gap_ev=7.5 charge=-1
O -0.0820 0.8365 0.9821
H 0.4659 -0.0304 1.0443
C -1.1425 1.9256 -2.0011
C 0.3901 1.9691 -2.4425
O 0.4448 3.3461 -2.8682
C -0.7576 3.7414 -3.1526
O -0.9703 4.9319 -3.7367
O -1.7405 2.8462 -2.7644
F 0.4267 1.2487 -3.6320
H -1.3428 2.1807 -0.8875
H -1.5412 0.8953 -2.0163
H 1.1839 1.6838 -1.5984
C 0.1212 4.2586 0.9517
C 1.5051 3.6976 1.1903
O 1.8867 4.4181 2.2927
C 1.0505 5.5127 2.5269
O 1.2518 6.3400 3.4702
O 0.0403 5.5075 1.6832
F 2.2568 3.8183 0.1259
H -0.6933 3.7402 1.4325
H -0.0498 4.6077 -0.2039
H 1.6448 2.6354 1.6490
C -3.0274 -0.6434 2.0399
C -3.3981 0.4256 1.1123
O -4.5046 1.0683 1.6760
C -4.8919 0.4000 2.7348
O -5.8343 0.7285 3.4527
O -4.0494 -0.5684 2.9765
F -3.8059 0.0250 -0.2099
H -2.0372 -0.5877 2.3924
H -2.8594 -1.7462 1.6452
H -2.5743 1.1425 1.0111
C 3.7245 -2.5581 -3.4609
O 3.1353 -1.9934 -2.3635
C 1.7313 -1.9973 -2.5456
C 0.9609 -1.6140 -1.3886
O 1.0682 -2.5084 -0.5026
C 0.3432 -2.3861 0.7110
C 0.1645 -3.7294 1.4653
O 1.3379 -4.0344 2.0972
C 1.2722 -5.4173 2.5992
H 3.5536 -3.4559 -3.7401
H 4.7480 -2.2653 -3.5844
H 3.2364 -2.1340 -4.4761
H 1.1947 -2.9631 -2.8992
H 1.3619 -1.3990 -3.3674
H -0.1287 -1.7588 -1.4532
H 1.4150 -0.8746 -1.1345
H -0.5977 -1.8529 0.4345
H 0.7968 -1.7412 1.2716
H -0.0694 -4.5570 0.8587
H -0.6509 -3.7460 2.2541
H 2.1686 -5.5291 3.3075
H 1.3477 -6.1170 1.8692
H 0.5199 -5.7229 3.1717

***

[8]
46
Properties=species:S:1:pos:R:3 method="wB97M-V/def2-TZVPD" fmax_ha_per_bohr=0.0405 energy_ev=-29825.5838 lumo_ha=-0.16243 homo_ha=-0.4711 orbital_gap_ev=8.4 relative_energy_kcal_mol=0.0 charge=+1
N 3.7840 0.0484 1.7900
C 3.5628 0.6811 0.4794
C 2.3534 1.6883 0.4938
C 1.5189 1.5364 1.7332
C 1.5545 2.4706 2.7485
C 2.3798 3.7449 2.7709
O 2.0078 4.6380 3.5004
O 3.5315 3.8725 2.0485
C 0.7673 2.2820 3.8821
C 0.0230 1.1739 3.9732
N 0.0264 0.2762 2.9865
C 0.7142 0.4022 1.8654
C 0.6493 -0.6170 0.7701
C -0.5563 -1.5772 0.8543
C -1.9014 -0.9186 1.1885
F -2.4091 -1.5622 2.3361
H 4.7572 -0.2237 1.8709
H 3.2794 -0.8287 1.8589
H 4.4841 1.2145 0.2441
H 3.4387 -0.0590 -0.3195
H 2.7836 2.6748 0.3855
H 1.7899 1.4989 -0.4217
H 3.4045 4.5535 1.3742
H 0.7828 3.0117 4.6777
H -0.5822 1.0204 4.8549
H -0.5500 -0.5536 3.1322
H 0.6098 -0.1342 -0.2064
H 1.5507 -1.2337 0.7694
H -0.6654 -2.0140 -0.1466
H -0.3638 -2.4280 1.5121
H -2.6444 -1.0874 0.4103
H -1.8439 0.1371 1.4605
O -0.8323 -2.4246 -2.0323
C -1.7312 -2.0191 -2.7317
O -2.4320 -2.8899 -3.4523
C -3.6295 -2.5564 -4.1726
C -3.3179 -2.0043 -5.5471
C -2.0137 -0.5418 -2.8708
H -4.2609 -1.8873 -3.5864
H -4.1785 -3.4907 -4.2714
H -2.7536 -1.0728 -5.4898
H -4.2379 -1.8151 -6.0996
H -2.7100 -2.7127 -6.1097
H -1.3504 -0.1241 -3.6272
H -1.8099 -0.0605 -1.9150
H -3.0449 -0.3100 -3.1245

***

[9]
52
Properties=species:S:1:pos:R:3 method="wB97M-V/def2-TZVPD" fmax_ha_per_bohr=0.1006 energy_ev=-39990.1148 lumo_ha="-0.14846 / -0.22492" homo_ha="-0.3480 / -0.4440" orbital_gap_ev="5.4 / 6.0" relative_energy_kcal_mol=84.8 charge=+1 multiplicity=5
O 0.0850 -1.1866 -3.8609
H -0.0376 -0.9509 -4.7994
Ir 0.1221 0.1265 -0.7599
N 1.5447 -1.2176 -1.1606
N -0.7883 -1.6618 -0.3497
N 0.6896 2.0708 -0.6459
N -1.3212 1.0429 0.3219
O 2.7805 -0.9461 -1.2534
O 1.8258 2.6389 -1.1810
O -2.2931 0.4151 0.9295
O -1.9724 -1.8275 0.1847
C -0.1638 -2.7576 -0.8600
C 1.1080 -2.4974 -1.3834
C -0.1087 2.9632 -0.0510
C -1.2508 2.3742 0.5361
C 1.9284 -3.4442 -2.1812
H 1.8221 -3.2443 -3.2571
H 1.6236 -4.4774 -1.9901
H 2.9865 -3.3288 -1.9181
C -0.8854 -4.0513 -0.7390
H -1.8521 -4.0149 -1.2601
H -1.0614 -4.3390 0.3103
H -0.2723 -4.8345 -1.1988
C 0.2951 4.3910 0.0442
C -2.1900 3.0992 1.4515
H 0.8837 4.6976 -0.8285
H 0.9094 4.5711 0.9417
H -0.5943 5.0283 0.1232
H -2.9760 2.4494 1.8520
H -2.6649 3.9410 0.9078
H -1.6409 3.5452 2.3156
H 2.1061 1.9065 -1.7871
H -2.2178 -0.6735 0.5823
C -1.2719 -0.0275 -2.4794
H -1.0211 -0.8751 -3.2422
H -1.1347 0.9151 -3.0141
H -2.3119 0.0050 -2.0900
O 1.0738 0.6168 -2.6514
H 0.7103 -0.1543 -3.3542
H 0.8322 1.4994 -3.0560
N 0.0108 0.0919 6.8180
C 0.2199 -0.0028 5.6688
C 0.4192 -0.0935 4.2402
C 0.1494 -1.2667 3.5432
C 0.3265 -1.2890 2.1657
N 0.6150 -0.1817 1.4645
C 1.1513 0.8376 2.1544
C 0.9888 0.9638 3.5261
H -0.2364 -2.1514 4.0440
H 0.1484 -2.2232 1.6250
H 1.6366 1.6386 1.5790
H 1.2741 1.8898 4.0227

***

[10]
48
Properties=species:S:1:pos:R:3 method="wB97M-V/def2-TZVPD" fmax_ha_per_bohr=0.0173 energy_ev=-142838.6740 lumo_ha="-0.11673 / -0.10339" homo_ha="-0.4291 / -0.4185" orbital_gap_ev="8.5 / 8.6" relative_energy_kcal_mol=0.0 charge=+1 multiplicity=2
Mn -0.2777 -0.1118 0.0528
C 3.6096 0.5334 0.9488
O 2.2016 0.2206 0.9552
C 1.5803 -0.2229 -0.1072
C 2.4301 -0.4971 -1.3003
H 3.8331 1.2558 0.1646
H 4.2059 -0.3674 0.8127
H 3.8236 0.9635 1.9217
H 3.3322 -1.0515 -1.0296
H 2.7394 0.4562 -1.7439
H 1.8768 -1.0634 -2.0415
C 0.9738 -0.9799 4.7742
C -0.2436 -0.0721 4.6990
S -0.2385 0.8463 3.1352
O -0.3794 -0.2331 2.0754
C -1.8835 1.6319 3.2560
C -1.7299 3.1324 3.4712
H 1.0490 -1.4224 5.7662
H 1.8909 -0.4211 4.5806
H 0.8972 -1.7832 4.0433
H -0.2293 0.6972 5.4742
H -1.1760 -0.6330 4.7551
H -2.4508 1.1638 4.0585
H -2.3582 1.4011 2.3016
H -1.2992 3.3522 4.4492
H -2.7032 3.6191 3.4235
H -1.0930 3.5738 2.7042
N -1.7884 2.3515 -2.1091
C -0.5140 2.6579 -1.8646
S 0.0973 2.3689 -0.2944
N 0.1833 3.1695 -2.8870
C 1.5702 3.4694 -3.0510
C 2.3966 3.9803 -2.0547
C 3.7272 4.2495 -2.3454
C 4.2384 4.0329 -3.6147
C 3.4038 3.5534 -4.6126
C 2.0780 3.2748 -4.3331
H -2.3563 2.0013 -1.3510
H -2.2273 2.5141 -3.0012
H -0.3211 3.2010 -3.7611
H 2.0021 4.1957 -1.0788
H 4.3617 4.6573 -1.5691
H 5.2736 4.2559 -3.8345
H 3.7810 3.3970 -5.6141
H 1.4302 2.8988 -5.1177
Se -1.1590 -1.4286 -1.8665
C -2.1871 -0.4276 -0.7924
N -2.5741 0.3546 -0.0097